{"formula": "C5H7NO2", "method": "ωB97M-V with the def2-TZVPD basis set", "elements": ["O", "C", "C", "N", "C", "C", "C", "O", "H", "H", "H", "H", "H", "H", "H"], "xyz": [[2.004401, -0.892867, 1.133994], [1.139512, -0.142361, 0.758724], [-0.227188, 0.286685, 1.182858], [0.136230, 1.576499, 0.550566], [0.893340, 0.792891, -0.470947], [-0.160828, -0.035302, -1.214262], [-0.991019, -0.476660, 0.011448], [-0.839032, -1.908320, 0.150629], [-0.583474, 0.180264, 2.196794], [-0.723152, 2.057217, 0.172723], [1.728587, 1.279269, -0.998966], [0.322266, -0.884316, -1.777858], [-0.730782, 0.536087, -1.952479], [-2.018555, -0.230657, -0.089945], [0.049694, -2.138428, 0.346722]], "forces_ev_per_a": [[-0.86, 0.78, -0.27], [1.68, -0.85, -0.45], [-0.60, -0.56, -1.09], [-1.48, 1.36, -0.25], [0.56, 0.06, 0.40], [0.82, 0.03, -0.75], [2.10, -1.80, 0.30], [-2.53, 0.82, -0.01], [-0.20, 0.26, 0.10], [1.24, -0.52, 0.34], [-0.51, -0.18, 0.21], [-0.71, 0.63, 0.75], [0.10, 0.16, 0.17], [-0.94, -0.05, 0.25], [1.34, -0.14, 0.30]], "mulliken_charge": [-0.555, -0.022, -0.023, -0.509, 0.037, -0.616, -0.273, -0.517, 0.439, 0.275, 0.439, 0.259, 0.316, 0.414, 0.335], "e_homo_ev": -9.6501, "relative_energy_kcal_mol": 49.3, "charge": 0, "smiles": "O=C1[C@H]2N[C@@H]1C[C@H]2O", "lumo_ev": 0.87, "total_energy_ha": -399.88697}